Entry 1:
A 2-piece molecular cluster, C4H5ClSi overall, computed with ωB97M-V/def2-TZVPD.

```
11
Properties=species:S:1:pos:R:3:forces:R:3
C 0.3157 1.0617 0.2559 -0.7674 -0.2289 -0.6352
C 1.1053 -0.2110 0.1593 2.1275 -0.5162 -0.6306
C -0.9923 0.8222 0.1860 -4.1776 2.3699 -1.2267
C 0.4891 -1.4015 0.2506 -1.6697 -1.3849 -1.1998
Si -1.4116 -1.0410 0.2084 0.5979 1.8252 -0.1814
Cl -2.3483 -1.4294 1.9640 -0.3097 -0.3658 0.6760
H 0.7410 2.0623 0.2025 0.2516 -0.3798 0.1008
H 2.2104 -0.1511 -0.1560 -1.6307 -0.0076 0.9163
H -2.0552 1.7583 -0.1039 3.8124 -2.7581 1.3354
H 0.8151 -2.4588 0.0170 0.4553 1.7318 0.5088
H -2.5426 -1.2914 -0.8112 1.3104 -0.2857 0.3364
```
Forces are in eV/Å.

Summary:
E_HOMO, eV: -9.20
E_LUMO, eV: -0.1
2S+1: 1
Orbital gap, Eh: 0.335

=====

Entry 2:
C4H5CoO5 as an isolated structure, computed with ωB97M-V/def2-TZVPD.

```
15
Properties=species:S:1:pos:R:3:forces:R:3
O 0.8561 -0.4469 -1.1700 1.0175 1.5049 -0.4263
O -0.2424 2.0059 -0.0287 0.6977 0.2603 -0.3524
C -0.8359 1.4274 0.8607 -0.4346 -0.5975 0.6094
C -1.3594 0.0237 0.7980 0.0826 -0.2363 0.2857
O -1.3260 -0.5797 -0.4587 0.0753 0.2698 -0.2433
C -0.1895 -1.3123 -0.7979 -0.8364 -0.9694 0.5620
Co 0.8066 1.5464 -1.7172 0.2693 -0.5042 0.2884
H -1.0210 1.9427 1.8229 0.0369 0.1076 -0.3571
H -2.4051 0.0626 1.1437 0.1878 0.0367 -0.0822
H -0.8081 -0.5532 1.5666 -0.1009 0.1290 -0.0677
H -0.4624 -1.9128 -1.6727 0.1722 0.2140 0.2214
H 0.1561 -1.9449 0.0334 0.0593 0.1610 -0.2389
O 2.4632 0.9383 -0.6207 -0.4835 1.6458 -0.8722
C 2.0316 -0.1921 -0.2992 -0.2317 -3.5474 2.2590
O 2.3363 -1.0051 0.5399 -0.5116 1.5258 -1.5859
```
Forces are in eV/Å.

Summary:
Total charge: +1
E_HOMO (spin up / spin down), eV: -12.29 / -15.79
E_LUMO (spin up / spin down), eV: -5.1 / -9.7
2S+1: 6
Orbital gap (spin up / spin down), Eh: 0.265 / 0.225

=====

Entry 3:
C4H5F2I2N as an isolated structure, computed with ωB97M-V/def2-TZVPD.

```
14
Properties=species:S:1:pos:R:3:forces:R:3
C 1.2501 -0.2433 -0.7856 -0.8093 -1.5178 1.5041
C -0.0428 -0.1144 1.3228 1.1271 -0.6424 1.4112
C -0.1760 -0.0256 -1.3464 -1.5175 0.8892 3.6858
C -1.1844 0.0724 0.3990 -0.1856 0.8179 -2.8864
N 1.2018 0.2273 0.6069 0.4486 2.6081 1.0464
F -0.7887 -1.0105 -2.0106 0.7318 1.0971 -0.6152
F -0.3341 1.2485 -1.8558 0.1659 -2.1531 -0.3658
I -2.5876 -1.6029 0.5882 0.2841 0.9955 -0.2733
I -2.1205 2.0818 0.4201 0.3719 -1.1740 0.1836
H 1.5286 -1.3478 -0.6749 -0.7562 1.2890 -0.7083
H 2.0727 0.2529 -1.2836 -0.2265 0.2267 -0.4288
H 0.0172 0.3609 2.3792 -0.5738 -0.3710 -1.9846
H -0.1697 -1.2007 1.5336 1.1985 0.4172 0.0034
H 1.3335 1.3012 0.7073 -0.2588 -2.4826 -0.5719
```
Forces are in eV/Å.

Summary:
E_HOMO, eV: -9.38
E_LUMO, eV: -0.3
2S+1: 1
Orbital gap, Eh: 0.334

=====

Entry 4:
One molecule with the formula C4H5F2NO, computed with ωB97M-V/def2-TZVPD.

```
13
Properties=species:S:1:pos:R:3:forces:R:3
C 2.1340 -0.0131 0.1136 0.8905 0.5198 2.0193
C 0.7518 0.2665 -0.4579 0.4397 -1.1906 1.7642
C -1.5129 0.4489 0.2456 3.6664 1.4601 -1.3596
C -0.4079 -0.5982 -0.0114 -0.2496 -0.1540 1.0053
H 2.6027 -0.9093 -0.2908 -0.5917 -0.5144 0.2698
H 2.8411 0.7275 -0.3016 -0.5337 0.2378 0.4800
H 2.2032 -0.0001 1.3069 -0.2892 -0.0380 -2.7874
H 0.8034 0.0279 -1.4909 -0.0592 0.7670 -1.4256
H -2.4953 0.3038 0.5060 -2.0883 -0.4586 0.4317
N -1.0370 1.6540 0.1019 -0.0689 -2.5542 0.5866
O 0.3438 1.5548 -0.1096 -0.1477 1.7489 -0.6180
F -0.6720 -1.4546 -1.0685 -0.3231 -0.1321 1.5472
F -0.1320 -1.2999 1.1901 -0.6450 0.3081 -1.9136
```
Forces are in eV/Å.

Summary:
E_HOMO, eV: -10.43
E_LUMO, eV: 0.7
2S+1: 1
Orbital gap, Eh: 0.408

=====

Entry 5:
One molecule with the formula C4H5F3, computed with ωB97M-V/def2-TZVPD.

```
12
Properties=species:S:1:pos:R:3:forces:R:3
C -1.3467 0.2985 0.0601 -2.9063 0.4647 3.9890
C -0.2964 -0.3411 -0.7110 0.6510 0.3901 -2.2646
C 1.0909 -0.3502 -0.1623 -1.2397 -2.1486 -1.9767
C 1.5054 0.4716 0.7433 3.4660 -2.4877 1.4510
H -1.7996 -0.4124 0.8794 0.7619 1.1255 -1.6611
H -0.9909 1.2285 0.7367 -0.8662 -1.7502 -2.2060
H -0.4786 0.1666 -1.6715 0.9861 -0.1108 -0.1983
H 1.5245 -1.3341 -0.5707 0.2460 1.9730 1.2596
H 1.0246 1.3121 1.1518 -0.0052 0.9103 0.6191
F -2.4436 0.6385 -0.8223 1.5922 -0.1134 1.3665
F -0.5030 -1.6932 -1.0150 -0.9236 -0.0294 0.3777
F 2.7133 0.0152 1.3815 -1.7622 1.7765 -0.7562
```
Forces are in eV/Å.

Summary:
E_HOMO, eV: -10.64
E_LUMO, eV: 0.9
2S+1: 1
Orbital gap, Eh: 0.423

=====

Entry 6:
One molecule with the formula C4H5F3O, computed with ωB97M-V/def2-TZVPD.

```
13
Properties=species:S:1:pos:R:3:forces:R:3
C 0.0298 0.6650 -0.7028 -2.7536 -1.4659 -0.1210
C 0.1454 1.1941 0.6527 0.5476 0.9336 -2.4485
C 0.0608 -1.4756 0.5781 1.0475 -2.7738 -2.7256
C -0.6827 -0.7613 -0.4618 -1.2470 4.6748 0.2388
O 1.2962 1.5855 1.1307 3.7220 1.3264 1.8929
F -0.4944 -2.6709 0.8256 -0.1963 -0.0296 0.8495
F -1.8822 -0.3705 0.1024 -0.8914 -0.2667 0.3689
F -1.0745 -1.3592 -1.5900 0.8394 -1.0664 -0.4154
H -0.7194 1.3007 -1.2043 -0.0184 -0.5851 -0.3339
H 0.8487 0.5880 -1.3679 1.3386 -0.0098 -0.1778
H -0.6311 0.9669 1.3086 -0.6753 0.0049 1.3810
H 1.0469 -1.6514 0.1170 0.4860 0.2162 1.2563
H 2.0565 1.9888 0.6117 -2.1989 -0.9586 0.2347
```
Forces are in eV/Å.

Summary:
E_HOMO (spin up / spin down), eV: -6.76 / -11.55
E_LUMO (spin up / spin down), eV: 0.6 / -1.3
2S+1: 3
Orbital gap (spin up / spin down), Eh: 0.269 / 0.377

=====

Entry 7:
One molecule with the formula C4H5F3O2, computed with ωB97M-V/def2-TZVPD.

```
14
Properties=species:S:1:pos:R:3:forces:R:3
C 3.8150 69.4390 19.6670 -0.1362 3.1452 -3.1936
C 4.5360 68.5250 18.7490 -0.4510 1.1663 -1.2255
O 5.6990 69.3030 18.3640 1.3429 0.3797 -2.8755
C 6.2080 69.0110 17.0630 -0.5999 -1.1392 3.5641
O 5.9690 67.9620 16.5590 -0.1155 0.2905 -1.0060
C 7.3240 69.9730 16.5640 -0.7177 -0.6878 2.1194
F 8.3020 69.9720 17.5170 -0.3990 0.1357 -0.8862
F 7.7930 69.5000 15.4400 0.3863 0.4010 -0.5000
F 6.8530 71.2050 16.4510 0.2601 0.3099 -0.4491
H 3.0300 69.1040 20.1740 -3.8859 -2.4437 1.3118
H 3.3810 70.4320 19.1860 1.4976 -1.9351 0.7983
H 4.3870 69.6030 20.4910 2.4054 1.4317 2.0495
H 3.9470 68.3590 17.8410 0.1808 -0.4674 0.2278
H 4.8310 67.6130 19.2270 0.2324 -0.5868 0.0651
```
Forces are in eV/Å.

Summary:
E_HOMO, eV: -11.27
E_LUMO, eV: 0.7
2S+1: 1
Orbital gap, Eh: 0.442

=====

Entry 8:
A 2-piece molecular cluster, C4H5F3S overall, computed with ωB97M-V/def2-TZVPD.

```
13
Properties=species:S:1:pos:R:3:forces:R:3
C -0.6746 -1.8528 -0.5195 2.5006 2.8484 -0.5512
C 1.1658 0.5308 -0.6256 2.0370 1.7559 0.4763
C 0.3473 0.0746 0.5062 -1.9008 -2.6183 -0.5825
C -0.8988 0.9322 0.9433 3.0556 -3.8246 -0.8663
F -0.3507 2.0178 1.4425 -0.8248 1.8440 0.2906
F -1.5714 0.2929 1.9131 -0.4883 0.5531 -0.2229
F -1.6823 1.1315 -0.1239 -0.1646 0.7990 0.7992
S -0.1777 -2.2315 -1.9650 0.3766 0.3113 0.1787
H -1.4953 -2.3391 -0.1337 -1.7642 -0.8141 1.6120
H 1.2438 -0.2369 -1.3891 0.0233 -0.4941 -0.3783
H 0.8901 1.4938 -1.1758 0.1085 -1.2580 1.0651
H 2.2290 0.6364 -0.1567 -1.5706 0.1056 -1.2957
H 0.9749 -0.4495 1.2840 -1.3881 0.7917 -0.5253
```
Forces are in eV/Å.

Summary:
E_HOMO (spin up / spin down), eV: -8.26 / -8.26
E_LUMO (spin up / spin down), eV: -0.2 / -0.2
2S+1: 1
Orbital gap (spin up / spin down), Eh: 0.295 / 0.295

=====

Entry 9:
One molecule with the formula C4H5FN2, computed with ωB97M-V/def2-TZVPD.

```
12
Properties=species:S:1:pos:R:3:forces:R:3
C -1.3963 0.2013 -0.2833 6.8867 0.7873 1.9463
C 0.1050 0.9171 -0.2170 -0.8201 1.2531 0.5024
C 0.4296 -1.2211 0.3724 0.5016 -0.4089 3.6407
C -0.2489 0.0079 0.9448 -2.2808 -0.9461 -3.1066
H -2.1890 0.8486 -0.0850 -1.5474 0.3819 -0.2362
H 0.2663 2.0093 -0.1718 -0.9265 -0.5542 0.2846
H 2.0583 0.8012 -0.9429 2.7163 1.2858 0.0899
H 0.4290 -2.1785 0.9559 -0.1819 0.7427 -1.1837
H -0.5005 0.1372 1.9988 0.2366 0.0933 -0.4076
N 1.2144 0.3634 -0.9269 -4.8235 -3.3755 -0.0262
N 1.2459 -1.0115 -0.5550 1.8223 0.5047 -1.0410
F -1.4139 -0.8751 -1.0901 -1.5833 0.2359 -0.4627
```
Forces are in eV/Å.

Summary:
E_HOMO, eV: -8.54
E_LUMO, eV: 1.0
2S+1: 1
Orbital gap, Eh: 0.351

=====

Entry 10:
One molecule with the formula C4H5FN2, computed with ωB97M-V/def2-TZVPD.

```
12
Properties=species:S:1:pos:R:3:forces:R:3
C 1.1121 1.0420 0.7490 3.9128 -2.0859 -2.2933
C 0.1795 0.1766 -0.1161 -0.5552 1.7374 2.5755
C -1.1535 0.2334 0.3515 0.0286 1.1727 1.8550
C 0.2348 -0.8638 -0.9839 -0.0384 0.8062 0.5429
H 1.8915 0.2769 1.2140 -1.6588 1.7018 -0.2053
H 1.8300 1.7262 0.1167 -1.7639 -0.7123 1.2781
H -1.3006 0.9087 1.3416 -0.9731 -1.9134 -3.0718
H -1.3708 -2.0640 -1.5904 -0.6491 -1.2420 -1.1363
H 1.1278 -1.1482 -1.4865 -0.0328 -0.9156 -0.6412
N -1.9223 -0.6544 -0.2627 0.8792 -0.4811 0.4707
N -1.0312 -1.3539 -1.0240 0.1793 1.5774 0.4942
F 0.4027 1.7207 1.6907 0.6713 0.3548 0.1314
```
Forces are in eV/Å.

Summary:
E_HOMO, eV: -9.30
E_LUMO, eV: 0.9
2S+1: 1
Orbital gap, Eh: 0.374

=====

Values for total energy, eV, ordered as above
-24627.34727 -52080.44984 -27353.14013 -13199.23133 -12379.21700 -14423.91450 -16475.72710 -23213.21077 -9922.84901 -9924.68352